(1)
DFT (ωB97M-V/def2-TZVPD) results for a 5-piece molecular cluster, C27H61ClN4O7 overall.

The geometry in XYZ format:
```
100
Properties=species:S:1:pos:R:3:forces:R:3:mulliken_charge:R:1
N -2.385071 15.450115 -19.996536 -1.391 0.196 0.115 0.029
H -2.406251 14.866534 -20.820596 0.643 -0.476 -1.345 -0.585
H -1.839557 16.295822 -20.082004 0.837 -0.251 0.026 0.332
H -2.170344 14.829272 -19.229375 0.840 0.013 0.497 0.398
H -3.344952 15.758082 -19.934158 -0.600 0.132 0.200 0.483
Cl 0.221317 13.266865 -20.659822 4.668 -3.837 2.942 1.708
O 0.139273 14.071318 -19.472594 -0.360 3.101 0.244 -0.728
O -1.071914 12.818299 -20.914556 -3.882 -0.415 -1.792 -0.666
O 0.867199 13.810119 -21.808401 -0.571 1.437 -0.315 -0.664
O 1.025908 12.144001 -20.192998 -0.213 0.072 -1.064 -0.647
C 5.129099 17.046524 -16.850558 0.326 1.169 -1.311 -1.700
C 4.385816 16.848495 -18.221543 -1.628 0.182 2.449 1.290
C 5.163765 17.515754 -19.359309 0.391 -0.690 -0.149 -1.267
C 6.466436 16.776266 -19.641754 -0.927 -0.956 0.314 -0.615
C 6.012455 15.307246 -19.990894 -0.167 1.795 -1.092 -1.672
C 5.151440 14.536808 -18.979094 0.594 0.742 -0.299 2.457
N 4.118723 15.418760 -18.432745 -0.093 1.259 -2.186 0.595
O 3.350953 14.866628 -17.401342 0.521 -0.058 0.273 -0.516
C 4.482970 13.403056 -19.700198 -0.386 -0.143 0.809 -2.550
C 6.082952 13.963119 -17.961333 0.888 0.104 1.013 -1.794
C 2.990182 17.621729 -18.136609 1.050 -0.197 -0.318 -1.846
H 6.011075 16.409353 -16.785556 -0.305 -0.249 0.325 0.383
H 4.501198 17.066671 -15.959805 0.006 -0.520 -0.191 0.324
H 5.532834 18.051928 -16.969924 0.160 0.302 0.500 0.453
H 4.555528 17.512178 -20.263821 -0.146 0.005 -0.055 0.411
H 5.449655 18.547555 -19.154977 -0.558 0.135 0.419 0.386
H 7.082178 16.932933 -18.756076 0.441 -0.435 -0.124 0.361
H 6.914158 17.267372 -20.505736 0.376 -0.308 0.019 0.388
H 6.765326 14.668879 -20.453242 0.363 -0.126 0.641 0.422
H 5.415937 15.572515 -20.863754 -0.592 -0.450 -0.209 0.439
H 5.262157 12.774862 -20.131873 -0.309 0.143 -0.754 0.401
H 4.042101 12.770348 -18.929867 -0.447 -0.075 -0.117 0.519
H 3.701497 13.849670 -20.314973 0.152 -0.670 -0.543 0.486
H 5.626372 14.044841 -16.974944 0.146 -0.504 0.078 0.295
H 6.359976 12.943736 -18.230071 -0.129 -0.107 0.340 0.430
H 7.016119 14.526397 -17.956125 0.112 0.083 0.295 0.393
H 2.200517 17.276622 -17.469194 0.395 -0.680 0.066 0.384
H 2.602343 17.642534 -19.155066 -0.208 0.163 0.017 0.384
H 3.188801 18.635143 -17.787830 0.142 0.214 -0.275 0.401
H 2.522786 14.668060 -17.844417 -0.290 -0.196 -0.032 0.341
C 1.908471 6.861718 -21.961941 0.897 0.083 -0.803 -1.668
C 1.557930 8.291490 -21.576201 -1.233 1.051 1.142 1.952
C 1.981590 9.356886 -22.599757 0.989 0.366 0.951 -1.410
C 1.105061 9.643822 -23.775875 2.133 -1.766 -0.616 -1.048
C -0.325640 9.722394 -23.448385 -0.656 -1.478 -0.379 -0.329
C -0.833621 8.536941 -22.453237 0.022 3.335 0.981 1.555
N 0.085341 8.501096 -21.278247 0.877 0.991 -0.662 0.108
O -0.360109 7.670576 -20.199999 0.145 0.374 -1.383 -0.479
C -2.177901 9.133082 -21.914880 0.473 -0.536 -0.299 -1.707
C -0.921769 7.210494 -23.138830 -0.097 -0.423 -1.004 -1.480
C 2.274262 8.623934 -20.284060 0.655 -0.780 0.061 -1.971
H 2.955497 6.583213 -21.842466 0.446 0.750 0.224 0.457
H 1.790591 6.812762 -23.044440 -0.581 -0.914 0.137 0.367
H 1.477125 6.089626 -21.324820 -0.844 0.004 -0.476 0.302
H 2.189077 10.292717 -22.080848 -0.364 0.030 0.452 0.305
H 2.976777 9.064037 -22.934324 0.152 -0.176 -0.246 0.475
H 1.313078 8.798515 -24.431840 -0.351 -0.211 -0.531 0.378
H 1.558967 10.484162 -24.301137 -0.519 0.338 -0.031 0.391
H -0.825999 9.427569 -24.370782 -0.559 0.498 -0.185 0.447
H -0.488091 10.785247 -23.269334 -0.966 -0.280 1.018 -0.270
H -2.697327 8.508828 -21.187829 0.062 -0.229 -0.140 0.457
H -1.955666 10.079739 -21.422367 0.123 -0.033 -0.017 0.251
H -2.825682 9.333010 -22.768411 -0.195 -0.075 -0.023 0.339
H -1.000760 6.486099 -22.328204 -0.142 -0.572 -0.579 0.275
H -1.685462 7.073299 -23.904371 -1.022 0.282 0.671 0.445
H -0.101084 6.991446 -23.821899 0.711 0.030 0.745 0.331
H 3.337059 8.567469 -20.519377 0.238 0.081 0.163 0.421
H 2.055949 7.783711 -19.624926 0.090 0.371 0.564 0.442
H 2.071564 9.599885 -19.843006 -0.390 -0.167 -0.141 0.286
H -0.330566 6.809175 -20.622744 -0.158 -0.815 0.460 0.373
C -5.857332 13.846722 -23.591264 0.633 -0.564 0.456 -1.814
C -4.450084 13.592459 -22.902802 -1.373 -0.055 0.868 1.776
C -3.755330 12.336561 -23.447780 0.393 -0.709 -0.916 -1.187
C -3.087171 12.525796 -24.807973 -0.503 0.396 -0.605 -0.814
C -2.047862 13.576118 -24.678299 0.099 1.057 2.104 -1.205
C -2.653767 14.918709 -24.134498 -1.538 0.744 -1.248 1.374
N -3.507504 14.734054 -22.904217 2.786 -2.420 0.304 1.419
O -4.041128 15.914292 -22.397217 -0.282 -0.067 -0.782 -0.489
C -1.483717 15.931251 -23.918439 -0.462 0.087 -0.356 -1.725
C -3.598272 15.418430 -25.297362 1.093 0.792 0.080 -1.987
C -4.848832 13.348027 -21.426337 1.128 0.451 0.761 -1.854
H -6.629219 13.307117 -23.042515 0.190 -0.318 0.130 0.540
H -5.926406 13.457624 -24.607105 0.091 0.654 -0.175 0.381
H -6.172581 14.875877 -23.419360 0.077 0.207 -0.681 0.309
H -2.937371 11.936144 -22.848860 -0.226 0.397 0.821 -0.240
H -4.485917 11.531002 -23.521422 -0.250 0.060 0.155 0.615
H -3.802044 12.866870 -25.556791 -0.217 -0.274 -0.171 0.417
H -2.550500 11.678718 -25.235228 -0.533 -0.607 0.400 0.401
H -1.486861 13.704379 -25.604003 -0.068 0.470 0.091 0.581
H -1.360631 13.273108 -23.888366 0.463 -0.216 -0.079 0.233
H -1.117373 15.986563 -22.893336 0.158 -0.551 -0.077 0.196
H -0.688357 15.680859 -24.620442 0.261 -0.408 0.403 0.392
H -1.656704 16.970290 -24.198761 -0.847 0.060 0.065 0.358
H -3.907481 16.454645 -25.160432 0.196 0.256 0.058 0.507
H -2.905402 15.384891 -26.138138 -0.460 0.292 -0.488 0.459
H -4.522663 14.898988 -25.549930 0.414 -0.514 0.305 0.307
H -5.435667 14.154858 -20.987298 -0.562 0.007 -0.459 0.436
H -3.953032 13.402494 -20.807725 0.403 -0.489 -0.060 0.220
H -5.306449 12.386125 -21.195180 -0.145 0.065 -0.431 0.465
H -4.649917 16.104512 -23.114712 -0.700 1.168 0.063 0.289
```
Forces are in eV/Å.

Properties
ΔE to the lowest compared entry with this formula, charge and spin = 4.0526 eV
E_HOMO = -0.2758 hartree
Lowest unoccupied orbital energy = -0.39 eV

(2)
DFT (ωB97M-V/def2-TZVPD) results for C27H61F6NNiO15 as an isolated structure.

The geometry in XYZ format:
```
111
Properties=species:S:1:pos:R:3:forces:R:3:lowdin_spin:R:1
Ni 0.723994 -0.021796 -0.870230 -0.071 1.058 -0.769 1.830
C 1.561804 -0.245256 -4.264280 -1.657 0.619 3.454 0.009
O 0.872194 -1.474096 -4.423470 0.816 -0.585 -0.946 0.000
O 1.230204 0.182094 -2.934280 1.628 0.453 -1.935 0.023
C 3.082414 -0.353856 -4.634230 -0.237 0.420 0.724 0.000
F 3.242214 -0.708356 -5.884350 -0.502 -1.275 -1.890 0.000
F 3.728794 0.820034 -4.599780 -0.432 0.840 0.942 0.000
F 3.804304 -1.189016 -3.894450 0.062 -0.744 0.805 0.000
C -0.389526 -1.465666 -5.042550 -1.047 0.216 0.095 0.000
C -1.030936 -2.808896 -4.821790 -0.092 -0.587 -0.627 0.000
H -1.009396 -3.159236 -3.789850 0.456 -0.012 -0.031 0.000
H -2.087396 -2.831386 -5.089150 -0.070 0.380 -0.194 0.000
H -0.541376 -3.463916 -5.542460 0.069 -0.698 0.532 0.000
H -0.390396 -1.294776 -6.119070 0.660 0.078 -0.289 0.000
H -1.120356 -0.735846 -4.694190 0.504 0.695 0.748 0.000
H 1.223734 0.458544 -5.024850 -0.349 0.386 -0.088 0.001
C -0.473926 3.021914 0.246330 0.156 -2.620 -1.669 0.004
O -0.856156 3.937124 -0.815440 0.505 0.941 1.503 0.000
O -0.478026 1.755314 -0.341200 0.642 0.714 0.661 0.028
C 0.900174 3.392734 1.008890 -1.866 -0.045 -0.556 0.000
F 1.439614 2.434024 1.769180 -0.538 -0.708 0.297 0.000
F 1.850724 3.791934 0.238050 1.977 0.242 -2.480 0.000
F 0.699404 4.447934 1.793580 -0.922 0.833 1.504 0.000
C -1.515576 5.109244 -0.300820 0.062 0.745 0.269 0.000
C -1.827046 6.080844 -1.406380 -0.028 -0.303 -1.357 0.000
H -2.636426 6.798384 -1.271750 -0.045 -0.174 0.717 0.000
H -0.950306 6.668304 -1.679000 0.080 -0.176 -0.161 0.000
H -2.144836 5.482964 -2.260570 0.131 0.086 -0.343 0.000
H -0.898346 5.692894 0.382180 0.302 -0.497 0.430 0.000
H -2.434946 4.860934 0.229450 -0.085 -0.453 0.081 0.000
H -1.263526 3.085304 0.995080 -0.072 0.132 0.521 0.001
C 1.364354 -0.666226 5.882430 -1.031 -0.069 -0.217 0.000
C 0.240964 -1.308226 4.994720 1.074 1.058 0.118 0.000
C -0.826846 -2.122146 5.766380 0.204 -1.178 0.052 0.000
C -1.987476 -1.482956 6.424850 0.966 0.677 1.352 0.000
C -2.526406 -0.411396 5.627910 -2.195 1.882 -0.566 0.000
C -1.634356 0.545914 4.868420 1.758 0.061 -1.465 0.000
N -0.483836 -0.247326 4.230760 -1.598 -0.909 -0.885 0.000
O 0.349344 0.634354 3.447370 -0.758 -1.148 1.544 0.000
C -2.485966 1.139064 3.667430 1.440 0.181 1.159 0.000
C -0.976066 1.680854 5.783760 -1.880 -1.836 -1.601 0.000
C 0.958374 -2.299106 4.028880 -0.486 0.967 -0.551 0.000
H 0.897434 -0.190636 6.744930 0.386 -0.433 0.444 0.000
H 1.866934 0.158034 5.376340 0.073 -0.172 -0.348 0.000
H 2.125264 -1.417706 6.093120 -0.151 0.185 0.556 0.000
H -1.329176 -2.790616 5.067150 0.662 -0.450 -0.296 0.000
H -0.407726 -2.675646 6.606660 0.811 -0.601 -0.631 0.000
H -1.678426 -1.038156 7.370760 -0.008 -0.344 0.458 0.000
H -2.835666 -2.151976 6.570130 0.502 -0.450 0.507 0.000
H -3.107046 0.154364 6.356520 -0.303 0.708 -0.282 0.000
H -3.307996 -0.842196 5.002120 0.202 0.216 -0.749 0.000
H -2.368986 0.490594 2.799150 -0.341 -0.027 0.127 0.000
H -3.519296 1.283064 3.983030 0.004 -0.122 -0.147 0.000
H -2.061306 2.108664 3.407340 -0.116 0.070 -0.188 0.000
H -1.820986 2.366454 5.848150 0.424 0.357 0.946 0.000
H -0.666036 1.120054 6.665510 0.018 0.949 0.324 0.000
H -0.172716 2.165314 5.228760 -0.022 0.166 0.441 0.000
H 1.789514 -2.841986 4.478990 -0.613 -0.476 0.418 0.000
H 1.474584 -1.802116 3.207520 -0.156 0.546 -0.028 0.000
H 0.171454 -2.891636 3.562230 0.376 -0.539 0.067 0.000
H 0.673634 1.197034 4.154350 0.782 0.654 -0.407 0.000
C 2.987134 -1.820456 -0.038610 -0.402 0.494 -0.346 0.001
C 3.636024 -0.511416 -0.428510 0.238 1.424 -0.102 0.001
O 2.677974 0.596664 -0.245880 -0.114 -1.791 0.228 0.023
O 1.775304 -1.882006 -0.796830 0.389 0.678 0.270 0.023
H 2.753174 -1.869476 1.024860 0.023 0.126 0.158 0.000
H 3.592584 -2.684326 -0.312910 0.289 0.189 0.037 0.001
H 3.952934 -0.514546 -1.471420 -0.280 -0.205 -0.125 0.000
H 4.515034 -0.219116 0.145950 0.027 -0.540 0.325 0.001
H 3.131254 1.442904 -0.243750 -0.151 0.301 -0.345 0.001
H 1.590214 -2.812526 -0.943400 -0.371 -0.478 -0.041 0.001
C -3.761386 0.193224 -3.444150 -0.217 1.457 -0.112 0.000
C -2.907996 1.419594 -2.904650 -1.191 -1.343 -0.436 0.000
O -3.143056 1.492774 -1.537530 -0.195 -0.401 0.838 0.000
O -3.384066 -1.111056 -2.995240 0.869 0.264 0.212 0.000
H -3.791596 0.207234 -4.533640 0.199 0.083 -0.211 0.000
H -4.782546 0.343914 -3.093980 -0.100 0.326 0.039 0.000
H -3.315836 2.358484 -3.279170 -0.180 -0.203 -0.913 0.000
H -1.869326 1.364284 -3.230550 0.272 -0.186 0.394 0.000
H -2.319216 1.553944 -1.048500 1.079 0.242 0.289 0.000
H -3.989026 -1.723166 -3.420630 0.084 -0.117 0.071 0.000
C -1.026206 -1.617936 0.942460 1.046 -0.448 0.673 0.001
C -1.809456 -1.371736 -0.300170 -0.367 0.042 -0.617 0.001
O -0.989206 -1.049216 -1.426000 0.791 -0.357 0.927 0.025
O 0.066774 -0.722176 1.097370 -0.344 -0.037 -0.538 0.020
H -0.577276 -2.610836 0.969130 -0.180 -0.398 -0.361 0.000
H -1.660496 -1.563956 1.827260 -0.290 0.136 -0.087 0.000
H -2.502836 -0.535126 -0.214130 -0.356 -0.343 0.320 0.000
H -2.254556 -2.333096 -0.556650 -0.775 0.193 0.228 0.001
H -1.571456 -1.144176 -2.183350 -0.053 0.362 -0.708 0.001
H 0.133784 -0.536376 2.036830 0.353 0.789 0.129 0.001
C 1.819324 4.903524 -2.692080 1.976 -0.037 0.611 0.000
C 1.624104 3.439464 -3.001200 0.553 -0.904 -0.422 0.000
O 2.673024 2.612274 -2.416650 -0.404 1.649 0.442 0.000
O 3.226324 5.239824 -2.650110 -0.216 0.357 -0.257 0.000
H 1.408384 5.135344 -1.709480 -0.438 0.258 -0.254 0.000
H 1.473394 5.533944 -3.511220 -0.607 -0.092 0.312 0.000
H 1.699194 3.301464 -4.079810 -0.129 -0.053 -0.211 0.000
H 0.625964 3.157994 -2.665670 0.041 -0.310 0.081 0.000
H 2.402594 1.694244 -2.492070 -0.711 -0.607 -0.378 0.000
H 3.666514 4.693694 -1.994690 -0.184 -0.313 -0.015 0.000
C 1.028914 -6.295916 -2.473560 -3.132 2.929 -2.410 0.000
C 1.549654 -4.864156 -2.388030 2.106 -2.261 -0.152 0.000
O 1.818234 -4.536176 -1.040350 -0.773 1.162 0.824 0.001
O 1.868244 -7.271996 -2.131290 2.347 -1.929 1.291 0.000
H 0.783714 -6.401396 -3.530370 -0.289 0.079 -0.435 0.000
H 0.068444 -6.369916 -1.963560 -0.268 0.109 0.437 0.000
H 1.011604 -4.135586 -2.994490 -0.497 0.121 0.793 0.000
H 2.547434 -4.908946 -2.824530 0.114 0.049 -0.657 0.000
H 2.019514 -5.324656 -0.531050 0.021 -0.114 -0.123 0.000
H 1.502214 -8.075436 -2.508270 0.335 -0.240 0.223 0.000
```
Forces are in eV/Å.

Properties
ΔE to the lowest compared entry with this formula, charge and spin = 0.0000 eV
E_HOMO (spin up / spin down) = -0.3039 / -0.3021 hartree
Lowest unoccupied orbital energy (spin up / spin down) = 0.15 / 0.15 eV
Spin multiplicity = 3

M for every record listed, in sequence, given in g mol⁻¹: 589.3 812.5.